Record 1
The following is a quantum chemistry calculation of C3H5NO2 in the gas phase in a non-equilibrium geometry, from the Open Molecules 2025 dataset.

Structure (XYZ):
```
11
Properties=species:S:1:pos:R:3:lowdin_charge:R:1
C 2.05719 -0.79726 0.07121 0.00
C 0.72607 -0.76899 -0.08083 -0.18
N -0.01838 0.36287 -0.03007 -0.26
O 0.44294 1.59280 -0.05546 -0.03
C -1.42000 0.20122 -0.07395 -0.24
O -2.01642 -0.85094 0.12046 0.02
H 2.73141 0.08051 0.09248 0.05
H 2.56717 -1.69400 -0.36840 0.06
H -0.06022 -1.60062 -0.02882 0.15
H 1.17153 1.67511 0.85422 0.25
H -1.87294 1.25418 -0.35753 0.17
```

Output
HOMO level = -8.774 eV
Electronic energy = -322.418212 a.u.
Net charge = 0
Orbital gap = 9.0 eV



Record 2
The following is a quantum chemistry calculation of C4H12N4O in the gas phase in a non-equilibrium geometry, from the Open Molecules 2025 dataset.

Structure (XYZ):
```
21
Properties=species:S:1:pos:R:3:lowdin_charge:R:1
C 3.16717 -0.94350 -0.30348 -0.12
C 1.64431 -1.12180 -0.10838 -0.27
N 1.04422 0.21176 -0.23485 -0.11
N -0.10644 0.48872 0.37145 -0.02
C -1.34500 0.50064 -0.24312 -0.38
N -2.48921 0.60202 0.35432 0.02
C -2.44807 0.91192 1.80147 -0.15
N -1.20124 0.72031 -1.70473 -0.05
O -2.44394 0.60798 -2.26542 -0.07
H 3.56543 -0.39970 0.53383 0.06
H 3.75353 -1.88179 -0.13153 0.07
H 3.37603 -0.64632 -1.41335 0.11
H 1.12888 -1.87811 -0.86453 0.13
H 1.44709 -1.63482 0.84228 0.10
H 1.78802 0.89242 -0.12899 0.12
H -0.27498 0.93315 1.25869 0.11
H -3.45317 0.89661 2.09433 0.04
H -2.06234 0.01668 2.41231 0.10
H -1.98829 1.87016 2.03670 0.07
H -0.41143 0.17352 -2.14281 0.13
H -2.69057 -0.31984 -2.16418 0.09
```

Output
HOMO level = -8.559 eV
Electronic energy = -453.714354 a.u.
Net charge = 0
Orbital gap = 9.4 eV



Record 3
The following is a quantum chemistry calculation of 7 unconnected molecules or ions with the total composition C7H28O7 in a non-equilibrium geometry, from the Open Molecules 2025 dataset.

Structure (XYZ):
```
42
Properties=species:S:1:pos:R:3:mulliken_spin:R:1
C -0.17393 0.56994 1.27613 0.00
O 0.49658 0.29645 0.06249 0.01
H -1.11363 1.07020 1.04200 0.00
H -0.29370 -0.36064 1.83091 0.00
H 0.49546 1.21964 1.83996 0.00
H 0.80881 1.06921 -0.41392 0.00
C 2.44440 1.85672 -2.32311 0.00
O 1.60012 2.17021 -1.28359 0.00
H 1.98230 0.96782 -2.75254 0.00
H 2.53787 2.71177 -2.99263 0.00
H 3.37556 1.36697 -2.03816 0.00
H 1.45222 3.11443 -1.37403 0.00
C 2.21369 -2.16220 -1.50275 0.04
O 0.99047 -2.01308 -0.92856 0.62
H 2.28836 -1.51940 -2.37987 0.07
H 2.91455 -1.80266 -0.74934 0.05
H 2.31933 -3.22949 -1.69725 0.00
H 0.85520 -1.14831 -0.53426 0.00
C 3.44007 1.34327 1.97459 0.00
O 4.59091 0.68293 2.43850 0.00
H 3.16797 2.23352 2.54162 0.00
H 3.54216 1.47977 0.89800 0.00
H 2.60851 0.63898 1.99851 0.00
H 4.44395 0.21088 3.26140 0.00
C -2.32012 -2.48083 2.99417 0.00
O -2.34192 -3.09102 1.71978 0.00
H -2.69636 -3.17312 3.74734 0.00
H -1.33589 -2.05074 3.17966 0.00
H -3.03130 -1.65560 2.95769 0.00
H -1.42595 -3.30094 1.52351 0.00
C -2.27247 2.03556 -1.58462 0.00
O -2.54351 3.22336 -0.80841 0.00
H -1.26535 1.88042 -1.19766 0.00
H -2.84258 1.14074 -1.33486 0.00
H -2.29682 2.07977 -2.67345 0.00
H -1.76799 3.78360 -0.88773 0.00
C -3.47542 -1.24285 -1.18889 0.01
O -3.58168 -2.63795 -0.83158 0.16
H -2.66852 -0.70133 -0.69515 0.00
H -3.44805 -1.11822 -2.27139 0.00
H -4.40992 -0.75358 -0.91424 0.02
H -3.26340 -2.70436 0.07169 0.00
```

Output
Spin multiplicity = 2
HOMO level (alpha / beta) = -13.118 / -12.346 eV
Electronic energy = -809.652590 a.u.
Net charge = +1
Orbital gap (alpha / beta) = 10.4 / 2.9 eV